# C26H52F6N6O10

8 unconnected molecules or ions with the total composition C26H52F6N6O10 at a distorted geometry (ωB97M-V/def2-TZVPD, the OMol25 dataset).

Its HOMO-LUMO gap is 9.18 eV. As for the energy above the lowest of the compared OMol25 structures with the same formula, charge and spin: 0.000 eV. The LUMO energy is 0.16 eV. As for the calculated total energy: -73529.6446 eV. The SMILES is CCOC(=O)C(F)(F)F.CCOC(=O)C(F)(F)F.CNC(C)=O.CNC(C)=O.CNC(C)=O.CNC(C)=O.CNC(C)=O.CNC(C)=O. For the largest force on an atom, the calculation gives 1.1 eV Å⁻¹.

Positions of all 100 atoms, in Å:
C (10.127, 4.122, 15.735)
C (9.765, 2.803, 15.111)
O (10.599, 2.091, 14.581)
N (8.466, 2.425, 15.234)
C (7.981, 1.174, 14.704)
H (10.546, 4.790, 14.981)
H (10.886, 3.974, 16.500)
H (9.278, 4.648, 16.176)
H (7.826, 3.036, 15.706)
H (8.210, 1.089, 13.642)
H (6.909, 1.102, 14.865)
H (8.440, 0.318, 15.207)
C (7.910, -2.565, 22.877)
C (8.193, -3.382, 21.634)
O (7.582, -4.400, 21.389)
N (9.153, -2.867, 20.810)
C (9.456, -3.394, 19.509)
H (7.786, -3.218, 23.735)
H (6.960, -2.058, 22.693)
H (8.664, -1.808, 23.094)
H (9.530, -1.971, 21.061)
H (9.048, -2.815, 18.678)
H (9.081, -4.412, 19.422)
H (10.541, -3.453, 19.377)
C (11.856, 1.717, 7.962)
C (11.699, 1.809, 9.461)
O (12.603, 2.159, 10.193)
N (10.484, 1.424, 9.945)
C (10.269, 1.230, 11.362)
H (10.889, 1.656, 7.458)
H (12.432, 0.823, 7.722)
H (12.394, 2.574, 7.568)
H (9.847, 0.969, 9.317)
H (10.983, 0.564, 11.844)
H (9.248, 0.880, 11.502)
H (10.333, 2.188, 11.882)
C (9.241, 0.486, 17.987)
C (7.832, -0.069, 17.906)
O (6.932, 0.365, 18.606)
N (7.659, -1.082, 17.026)
C (6.422, -1.835, 16.905)
H (9.280, 1.192, 18.814)
H (9.531, 1.000, 17.069)
H (9.970, -0.303, 18.184)
H (8.462, -1.417, 16.513)
H (6.434, -2.700, 17.571)
H (6.335, -2.195, 15.880)
H (5.576, -1.190, 17.118)
C (11.904, -4.345, 16.412)
C (11.336, -2.981, 16.128)
O (10.170, -2.687, 16.383)
N (12.202, -2.083, 15.636)
C (11.852, -0.685, 15.479)
H (12.584, -4.672, 15.614)
H (11.115, -5.090, 16.435)
H (12.473, -4.310, 17.341)
H (13.168, -2.348, 15.568)
H (12.757, -0.078, 15.559)
H (11.215, -0.378, 16.302)
H (11.409, -0.473, 14.510)
C (5.455, -8.680, 17.736)
C (6.432, -7.556, 17.985)
O (6.477, -6.941, 19.024)
N (7.240, -7.254, 16.921)
C (8.136, -6.113, 16.941)
H (5.293, -9.244, 18.652)
H (5.815, -9.359, 16.963)
H (4.496, -8.256, 17.439)
H (7.374, -7.944, 16.205)
H (9.089, -6.352, 17.423)
H (7.631, -5.274, 17.406)
H (8.388, -5.861, 15.908)
C (15.983, -3.734, 15.793)
C (16.001, -2.325, 16.305)
O (14.925, -2.189, 17.248)
C (14.936, -1.149, 18.056)
O (15.711, -0.241, 18.046)
C (13.750, -1.229, 19.047)
F (13.378, -2.492, 19.298)
F (14.058, -0.633, 20.193)
F (12.693, -0.593, 18.497)
H (15.088, -3.916, 15.190)
H (15.938, -4.442, 16.620)
H (16.861, -3.961, 15.196)
H (15.894, -1.569, 15.519)
H (16.960, -2.056, 16.758)
C (13.970, -8.171, 16.378)
C (15.068, -7.273, 15.860)
O (15.852, -8.007, 14.916)
C (16.980, -7.439, 14.534)
O (17.443, -6.412, 14.939)
C (17.695, -8.287, 13.471)
F (17.911, -7.535, 12.382)
F (18.875, -8.694, 13.942)
F (16.990, -9.358, 13.106)
H (14.363, -9.136, 16.693)
H (13.241, -8.380, 15.593)
H (13.468, -7.659, 17.197)
H (15.691, -6.919, 16.682)
H (14.632, -6.404, 15.362)

Atom charges from the Mulliken analysis, given in e for atoms 1 to 6: number 1, C, carries -1.32; number 2, C, carries 0.72; number 3, O, carries -0.55; number 4, N, carries -0.07; number 5, C, carries -0.32; number 6, H, carries 0.34

# C45H39CsO5P3S

A molecular structure, C45H39CsO5P3S (ωB97M-V/def2-TZVPD, the OMol25 dataset).

Its HOMO-LUMO gap is 7.72 eV. As for the energy above the lowest of the compared OMol25 structures with the same formula, charge and spin: 0.000 eV. The LUMO energy is 2.13 eV. As for the calculated total energy: -96789.8189 eV. Its net charge is -1. For the largest force on an atom, the calculation gives 0.8 eV Å⁻¹.

Positions of all 94 atoms, in Å:
Cs (0.762, 1.220, 0.423)
O (-1.874, 1.735, -3.429)
S (-1.214, 1.208, -2.256)
O (-1.556, 1.920, -1.020)
O (0.218, 0.980, -2.437)
C (-1.883, -0.473, -2.032)
C (-1.828, -1.216, -3.206)
C (-2.242, -2.535, -3.245)
C (-2.720, -3.114, -2.081)
C (-2.795, -2.374, -0.913)
C (-2.389, -1.035, -0.847)
P (-2.507, -0.154, 0.771)
C (-3.147, -1.473, 1.880)
C (-2.196, -2.119, 2.671)
C (-2.582, -3.117, 3.555)
C (-3.921, -3.468, 3.670)
C (-4.874, -2.817, 2.895)
C (-4.489, -1.827, 2.003)
C (-3.997, 0.895, 0.586)
C (-4.459, 1.526, 1.743)
C (-5.530, 2.403, 1.697)
C (-6.147, 2.676, 0.481)
C (-5.686, 2.065, -0.675)
C (-4.618, 1.179, -0.626)
H (-1.449, -0.724, -4.093)
H (-2.188, -3.100, -4.166)
H (-3.045, -4.148, -2.076)
H (-3.179, -2.863, -0.029)
H (-1.153, -1.824, 2.594)
H (-1.839, -3.615, 4.165)
H (-4.222, -4.239, 4.368)
H (-5.920, -3.086, 2.988)
H (-5.239, -1.327, 1.401)
H (-3.964, 1.322, 2.688)
H (-5.879, 2.882, 2.603)
H (-6.978, 3.369, 0.437)
H (-6.153, 2.286, -1.626)
H (-4.253, 0.724, -1.538)
O (0.907, -0.871, 2.274)
C (2.006, -0.394, 2.626)
O (2.274, 0.783, 2.961)
C (3.208, -1.348, 2.695)
C (3.914, -1.300, 3.905)
C (5.003, -2.110, 4.142)
C (5.435, -2.978, 3.144)
C (4.766, -3.013, 1.937)
C (3.636, -2.216, 1.688)
P (2.819, -2.274, 0.025)
C (3.343, -3.951, -0.517)
C (4.476, -4.244, -1.270)
C (4.757, -5.555, -1.630)
C (3.913, -6.586, -1.241)
C (2.773, -6.301, -0.500)
C (2.484, -4.988, -0.155)
C (3.864, -1.124, -0.945)
C (4.785, -0.252, -0.365)
C (5.436, 0.703, -1.136)
C (5.181, 0.794, -2.497)
C (4.262, -0.067, -3.083)
C (3.600, -1.008, -2.313)
H (3.577, -0.589, 4.649)
H (5.522, -2.066, 5.093)
H (6.295, -3.619, 3.301)
H (5.131, -3.684, 1.171)
H (5.142, -3.445, -1.575)
H (5.641, -5.776, -2.216)
H (4.137, -7.607, -1.523)
H (2.103, -7.099, -0.203)
H (1.586, -4.749, 0.404)
H (4.982, -0.313, 0.698)
H (6.139, 1.380, -0.666)
H (5.684, 1.543, -3.095)
H (4.043, 0.023, -4.140)
H (2.847, -1.644, -2.764)
C (0.204, 6.697, 1.167)
P (0.093, 4.941, 0.594)
C (-1.403, 4.432, 1.548)
C (-0.607, 5.179, -1.084)
C (0.228, 4.961, -2.177)
C (-0.256, 5.057, -3.472)
C (-1.591, 5.364, -3.692)
C (-2.433, 5.581, -2.612)
C (-1.945, 5.488, -1.317)
H (-0.748, 7.215, 1.032)
H (0.978, 7.222, 0.608)
H (0.478, 6.707, 2.223)
H (-2.122, 5.253, 1.588)
H (-1.106, 4.187, 2.569)
H (-1.872, 3.560, 1.099)
H (1.261, 4.675, -2.008)
H (0.397, 4.852, -4.310)
H (-1.982, 5.404, -4.700)
H (-3.483, 5.795, -2.772)
H (-2.627, 5.630, -0.488)

Atom charges from the Mulliken analysis, given in e for atoms 1 to 6: number 1, Cs, carries 1.69; number 2, O, carries -0.77; number 3, S, carries 0.96; number 4, O, carries -0.23; number 5, O, carries -0.59; number 6, C, carries -0.12

# C3H10N2O

2 unconnected molecules or ions with the total composition C3H10N2O at a distorted geometry (ωB97M-V/def2-TZVPD, the OMol25 dataset).

Its HOMO-LUMO gap is 8.33 eV. As for the energy above the lowest of the compared OMol25 structures with the same formula, charge and spin: 2.197 eV. The LUMO energy is 0.85 eV. As for the calculated total energy: -8299.3069 eV. The SMILES is C/C(N)=C/N.O. For the largest force on an atom, the calculation gives 4.9 eV Å⁻¹.

Positions of all 16 atoms, in Å:
C (-2.072, 0.652, -0.763)
C (-0.756, 0.288, -0.172)
C (-0.308, -0.955, 0.198)
N (0.774, -1.322, 0.992)
N (0.119, 1.353, 0.036)
H (-2.206, 0.628, -1.829)
H (-2.982, 0.284, -0.345)
H (-2.159, 1.737, -0.675)
H (-0.974, -1.666, -0.306)
H (0.575, -1.431, 1.945)
H (1.053, -2.254, 0.562)
H (0.932, 1.135, 0.598)
H (-0.080, 2.337, -0.374)
H (2.128, 0.197, -0.201)
H (2.933, -0.762, 0.570)
O (3.024, -0.222, -0.236)

Atom charges from the Mulliken analysis, given in e for atoms 1 to 6: number 1, C, carries -1.42; number 2, C, carries 0.72; number 3, C, carries -0.28; number 4, N, carries -0.52; number 5, N, carries -0.48; number 6, H, carries 0.31

# C6H13N

A single C6H13N molecule (ωB97M-V/def2-TZVPD, the OMol25 dataset).

Its HOMO-LUMO gap is 10.29 eV. As for the energy above the lowest of the compared OMol25 structures with the same formula, charge and spin: 0.952 eV. The LUMO energy is 1.23 eV. As for the calculated total energy: -7921.8814 eV. The SMILES is CCCN1C[C@H]1C. For the largest force on an atom, the calculation gives 0.6 eV Å⁻¹.

Positions of all 20 atoms, in Å:
C (2.950, -0.302, 0.016)
C (1.467, -0.646, -0.102)
C (0.619, 0.377, -0.857)
N (-0.765, -0.038, -0.720)
C (-1.816, 0.944, -0.870)
C (-1.464, 0.400, 0.467)
C (-2.303, -0.627, 1.174)
H (3.049, 0.696, 0.465)
H (3.479, -0.289, -0.940)
H (3.473, -0.991, 0.690)
H (1.223, -1.616, -0.561)
H (1.122, -0.690, 0.939)
H (0.845, 0.409, -1.933)
H (0.812, 1.393, -0.464)
H (-2.705, 0.585, -1.387)
H (-1.533, 1.976, -1.078)
H (-0.922, 1.092, 1.119)
H (-3.056, -0.146, 1.807)
H (-2.802, -1.262, 0.436)
H (-1.672, -1.266, 1.803)

Atom charges from the Mulliken analysis, given in e for atoms 1 to 6: number 1, C, carries -1.27; number 2, C, carries -0.19; number 3, C, carries -0.66; number 4, N, carries -0.28; number 5, C, carries -0.53; number 6, C, carries 0.25

# C4H8N2O

A molecular structure, C4H8N2O (ωB97M-V/def2-TZVPD, the OMol25 dataset).

Its HOMO-LUMO gap is 8.39 eV. As for the energy above the lowest of the compared OMol25 structures with the same formula, charge and spin: 4.654 eV. The LUMO energy is 0.91 eV. As for the calculated total energy: -9301.7387 eV. For the largest force on an atom, the calculation gives 0.9 eV Å⁻¹.

Positions of all 15 atoms, in Å:
C (1.785, 0.260, 1.165)
C (0.808, 0.047, 0.066)
N (1.145, -0.527, -1.225)
C (-0.338, -0.694, -1.430)
C (-0.525, 0.000, -0.089)
N (-1.599, 0.576, 0.574)
O (-2.772, -0.148, 0.815)
H (2.391, 1.170, 1.063)
H (2.468, -0.604, 1.163)
H (1.242, 0.291, 2.117)
H (-1.432, 1.271, 1.281)
H (1.464, 0.224, -1.842)
H (-0.557, -1.765, -1.391)
H (-0.722, -0.271, -2.368)
H (-3.357, 0.169, 0.103)

Atom charges from the Mulliken analysis, given in e for atoms 1 to 6: number 1, C, carries -1.15; number 2, C, carries 0.00; number 3, N, carries -0.50; number 4, C, carries -0.34; number 5, C, carries 0.48; number 6, N, carries -0.25

# C7H25CaN11O9

A molecular structure, C7H25CaN11O9 at a distorted geometry (ωB97M-V/def2-TZVPD, the OMol25 dataset).

Its HOMO-LUMO gap (spin up / spin down) is 7.80 / 4.40 eV. As for the energy above the lowest of the compared OMol25 structures with the same formula, charge and spin: 0.000 eV. The LUMO energy (spin up / spin down) is -2.29 / -5.69 eV. As for the calculated total energy: -60919.0791 eV. Its net charge is +1. The expectation value of S² is 0.754. For the largest force on an atom, the calculation gives 7.4 eV Å⁻¹. Its spin multiplicity is 2.

Positions of all 53 atoms, in Å:
Ca (0.225, 0.124, -0.047)
C (-2.132, -2.821, -2.795)
C (-1.906, -2.313, -1.351)
O (-0.585, -1.953, -0.986)
H (-3.191, -2.790, -3.050)
H (-1.903, -3.886, -2.845)
H (-1.626, -2.182, -3.519)
H (-2.221, -3.109, -0.677)
H (-2.507, -1.446, -1.076)
N (0.503, 3.352, 1.297)
O (1.594, 3.868, 1.385)
O (-0.498, 4.041, 1.538)
O (0.426, 2.238, 0.969)
C (1.639, -1.071, 2.983)
O (1.512, -0.223, 2.103)
N (2.224, -2.186, 2.997)
N (1.240, -0.743, 4.173)
H (2.750, -2.323, 2.146)
H (2.360, -2.775, 3.805)
H (0.558, -0.009, 4.303)
H (1.164, -1.430, 4.910)
C (-2.504, 2.159, -0.999)
O (-1.484, 1.465, -1.005)
N (-3.457, 1.964, -1.916)
N (-2.779, 3.155, -0.244)
H (-4.367, 2.030, -1.483)
H (-3.297, 1.100, -2.415)
H (-2.110, 3.349, 0.487)
H (-3.650, 3.665, -0.296)
C (-1.978, -0.511, 2.373)
O (-1.087, -0.108, 1.678)
N (-1.985, -1.613, 3.113)
N (-3.038, 0.174, 2.540)
H (-1.191, -2.223, 3.241)
H (-2.867, -1.774, 3.580)
H (-3.748, -0.226, 3.137)
H (-2.957, 1.147, 2.283)
C (2.052, 2.178, -2.049)
O (1.471, 1.128, -1.834)
N (3.286, 2.246, -2.602)
N (1.501, 3.343, -1.805)
H (3.752, 1.385, -2.847)
H (3.638, 3.076, -3.059)
H (0.593, 3.330, -1.363)
H (2.074, 4.175, -1.799)
C (2.825, -1.826, -1.211)
O (2.351, -1.084, -0.393)
N (2.206, -2.301, -2.314)
N (4.045, -2.299, -1.186)
H (2.829, -2.412, -3.102)
H (1.201, -2.209, -2.311)
H (4.346, -2.847, -1.979)
H (4.703, -1.997, -0.482)

Atom charges from the Mulliken analysis, given in e for atoms 1 to 6: number 1, Ca, carries 2.50; number 2, C, carries -1.32; number 3, C, carries -0.08; number 4, O, carries -0.41; number 5, H, carries 0.41; number 6, H, carries 0.35

# C4H11N2OP

A single C4H11N2OP molecule at a distorted geometry (ωB97M-V/def2-TZVPD, the OMol25 dataset).

Its HOMO-LUMO gap is 10.00 eV. As for the energy above the lowest of the compared OMol25 structures with the same formula, charge and spin: 0.541 eV. The LUMO energy is 0.80 eV. As for the calculated total energy: -18642.3832 eV. The SMILES is C[P@@]1(=N)NCCCO1. For the largest force on an atom, the calculation gives 4.1 eV Å⁻¹.

Positions of all 19 atoms, in Å:
C (-1.756, 0.502, -0.844)
C (-1.369, -0.984, -0.450)
C (-0.938, 1.386, 0.125)
C (1.693, -0.314, 1.771)
N (2.650, -0.147, -0.792)
N (0.023, -1.209, -0.516)
O (0.424, 1.315, -0.123)
P (1.236, -0.168, -0.073)
H (-1.469, 0.948, -1.861)
H (-2.811, 0.622, -0.808)
H (-1.804, -1.071, 0.608)
H (-1.831, -1.654, -1.090)
H (-1.118, 2.394, -0.075)
H (-1.361, 1.147, 1.170)
H (1.192, 0.552, 2.212)
H (1.725, -1.171, 2.379)
H (2.810, -0.078, 1.588)
H (2.396, -0.370, -1.787)
H (0.309, -1.697, -1.434)

Atom charges from the Mulliken analysis, given in e for atoms 1 to 6: number 1, C, carries -0.55; number 2, C, carries -0.66; number 3, C, carries -0.52; number 4, C, carries -1.04; number 5, N, carries -0.80; number 6, N, carries -0.26

# C3H2ClF

2 unconnected molecules or ions with the total composition C3H2ClF at a distorted geometry (ωB97M-V/def2-TZVPD, the OMol25 dataset).

Its HOMO-LUMO gap is 9.61 eV. As for the energy above the lowest of the compared OMol25 structures with the same formula, charge and spin: 2.533 eV. The LUMO energy is -1.12 eV. As for the calculated total energy: -18378.5433 eV. For the largest force on an atom, the calculation gives 3.6 eV Å⁻¹.

Positions of all 7 atoms, in Å:
C (0.079, -0.562, -0.232)
C (0.666, -1.477, -0.758)
C (-0.341, 0.704, 0.385)
F (-1.874, 1.694, 0.805)
Cl (1.572, -2.652, -1.418)
H (-0.030, 1.547, -0.214)
H (-0.074, 0.746, 1.432)

Atom charges from the Mulliken analysis, given in e for atoms 1 to 6: number 1, C, carries -0.16; number 2, C, carries 0.61; number 3, C, carries -0.35; number 4, F, carries -0.46; number 5, Cl, carries -0.14; number 6, H, carries 0.24